Molecular formula: C7H9F3
Method: DFT, ωB97M-V/def2-TZVPD

Atoms and positions in Å:
C 1.054 1.203 -0.633
C -0.122 2.032 -0.180
C -0.218 -0.198 1.431
C -0.028 0.595 0.178
C -0.884 -0.580 0.152
C -0.778 -1.839 -0.625
C -2.872 0.114 0.040
F -2.995 1.172 0.840
F -3.159 0.459 -1.212
F -3.706 -0.846 0.441
H 1.107 0.937 -1.680
H 2.016 1.377 -0.175
H 0.032 2.755 0.607
H -0.853 2.336 -0.912
H 0.578 -0.843 1.780
H -0.801 0.244 2.225
H -1.164 -2.683 -0.054
H 0.273 -2.022 -0.852
H -1.324 -1.767 -1.564

orbital gap	0.3812	Ha
molar mass	150.1	Da
HOMO	-9.423	eV
energy	-15554.3025	eV



Molecular formula: C7H9FN2
Method: DFT, ωB97M-V/def2-TZVPD

Atoms and positions in Å:
C 2.431 0.738 -1.649
C 1.163 0.050 -1.554
C 0.421 -0.364 -0.472
N 0.985 0.020 0.711
C 0.215 0.336 1.657
C -1.305 0.515 1.595
C -2.043 -0.810 1.119
N -1.866 -1.337 -0.165
C -0.783 -1.202 -0.783
F -0.816 -1.590 -2.042
H 2.749 1.073 -0.670
H 2.500 1.735 -2.145
H 3.242 0.220 -1.939
H 0.615 -0.214 -2.499
H 0.783 0.753 2.534
H -1.759 0.870 2.520
H -1.536 1.140 0.697
H -1.950 -1.613 1.866
H -3.044 -0.321 1.221

SMILES	C/C=C1\N=CCCN=C1F
orbital gap	0.3397	Ha
molar mass	140.2	Da
energy above the lowest of the compared OMol25 structures with the same formula, charge and spin	1.846	eV
HOMO	-8.785	eV
energy	-13100.0537	eV



Molecular formula: C7H9FO2S
Method: DFT, ωB97M-V/def2-TZVPD

Atoms and positions in Å:
C 0.822 -0.939 2.616
C 1.706 -0.150 1.745
C -0.250 -1.509 2.043
C 1.521 0.011 0.468
C -0.678 -1.274 0.599
C 0.249 -0.473 -0.119
C -1.121 1.098 -2.639
O -0.068 2.612 -0.851
O -1.955 1.339 -0.139
F 0.477 -0.877 -1.423
S -0.787 1.416 -0.861
H 1.089 -1.178 3.644
H 2.492 0.266 2.222
H -0.834 -2.184 2.494
H 2.082 0.626 -0.220
H -0.803 -2.301 0.194
H -1.636 -0.781 0.689
H -0.137 0.698 -3.125
H -1.801 0.372 -3.007
H -1.233 2.095 -3.035

orbital gap	0.3117	Ha
molar mass	176.2	Da
energy above the lowest of the compared OMol25 structures with the same formula, charge and spin	1.309	eV
HOMO	-8.541	eV
energy	-25049.0653	eV



Molecular formula: C7H9I2NO3S
Method: DFT, ωB97M-V/def2-TZVPD

Atoms and positions in Å:
C 2.207 -1.446 -1.224
C 2.166 -0.637 -2.555
C 0.843 -0.382 0.671
C 0.993 0.055 -1.894
C 0.377 1.083 0.455
C -0.149 -1.281 1.351
C -1.080 1.375 0.173
N 1.070 -0.861 -0.697
O 2.953 -2.179 -0.660
O 0.444 2.692 -1.704
O 2.613 1.884 -0.830
S 1.221 1.701 -1.002
I 1.568 -1.563 -4.467
I 1.171 2.415 1.940
H 2.942 0.004 -3.022
H 1.722 -0.460 1.162
H 0.096 0.045 -2.530
H -0.782 -1.980 0.852
H -0.745 -0.529 1.970
H 0.418 -1.863 2.033
H -1.000 2.315 -0.438
H -1.756 1.229 0.990
H -1.632 0.577 -0.446

orbital gap	0.3407	Ha
molar mass	441.0	Da
energy above the lowest of the compared OMol25 structures with the same formula, charge and spin	0.000	eV
HOMO	-9.814	eV
energy	-42071.2738	eV



Molecular formula: C7H9IN2O
Method: DFT, ωB97M-V/def2-TZVPD

Atoms and positions in Å:
N 1.759 3.212 -0.034
C 1.339 2.202 -0.283
C 0.823 0.810 -0.644
C -0.464 0.543 0.179
C -1.332 -0.634 -0.362
C -2.679 -0.688 0.461
I -4.394 -1.167 -0.748
C 2.023 -0.194 -0.367
O 3.100 0.514 0.278
C 1.658 -1.357 0.524
N 1.306 -2.275 1.059
H 0.654 0.843 -1.736
H -1.098 1.451 0.072
H -0.295 0.417 1.264
H -1.577 -0.473 -1.427
H -0.855 -1.621 -0.210
H -2.599 -1.480 1.225
H -2.807 0.286 0.962
H 2.446 -0.505 -1.341
H 3.164 0.158 1.175

SMILES	N#C[C@H](CCCI)[C@@H](O)C#N
orbital gap	0.3694	Ha
molar mass	264.1	Da
energy above the lowest of the compared OMol25 structures with the same formula, charge and spin	0.578	eV
HOMO	-9.722	eV
energy	-20531.5317	eV



Molecular formula: C7H9INOS
Method: DFT, ωB97M-V/def2-TZVPD

Atoms and positions in Å:
C -0.125 -0.574 -0.821
C 2.073 -2.303 1.489
C -1.456 -0.124 -0.493
C -2.169 0.910 -0.978
C 1.852 -1.509 0.471
C 0.870 -1.639 -0.668
C -3.558 1.183 -0.581
N 0.885 -0.447 -1.651
O 2.614 2.729 1.586
S 2.416 2.380 0.036
I 3.291 0.157 -0.253
H 2.843 -2.166 2.308
H 1.644 -3.273 1.790
H -1.911 -0.808 0.338
H -1.749 1.604 -1.729
H 0.627 -2.676 -1.009
H -4.160 1.441 -1.554
H -3.779 1.929 0.111
H -3.838 0.225 -0.050
H 3.631 2.962 1.658

orbital gap	0.2813	Ha
molar mass	282.1	Da
energy above the lowest of the compared OMol25 structures with the same formula, charge and spin	0.121	eV
HOMO	-12.844	eV
net charge	+1
energy	-29865.4324	eV



Molecular formula: C7H9N
Method: DFT, ωB97M-V/def2-TZVPD

Atoms and positions in Å:
C -2.367 -0.778 0.057
C -1.044 -0.019 0.063
C -1.082 1.328 -0.169
C 0.253 1.840 -0.017
N 1.063 0.792 -0.280
C 0.267 -0.396 -0.221
C 1.354 -1.383 -0.259
C 2.278 0.107 0.228
H -3.182 -0.259 -0.594
H -2.967 -0.508 1.099
H -2.072 -1.952 -0.049
H -1.998 1.812 -0.466
H 0.454 2.847 0.052
H 1.383 -2.317 0.469
H 1.789 -1.736 -1.275
H 3.395 0.602 -0.131
H 2.475 0.021 1.493

SMILES	Cc1ccn2c1CC2
orbital gap	0.3145	Ha
molar mass	107.2	Da
energy above the lowest of the compared OMol25 structures with the same formula, charge and spin	5.442	eV
HOMO	-7.551	eV
energy	-8889.7139	eV



Molecular formula: C7H9N
Method: DFT, ωB97M-V/def2-TZVPD

Atoms and positions in Å:
C -1.196 1.426 -1.082
C -0.035 0.958 -0.162
C 1.365 0.906 -0.748
C 1.348 -0.610 -0.747
C 2.557 0.314 -0.536
N 3.819 0.441 -0.630
C 0.021 -0.546 -0.047
C 0.037 -1.208 1.317
H -1.458 2.517 -1.034
H -2.140 0.839 -0.709
H -0.802 1.034 -2.074
H -0.109 1.578 0.790
H 4.388 -0.372 -0.445
H -0.906 -1.041 -0.478
H 0.751 -0.867 2.005
H 0.334 -2.216 1.092
H -0.945 -1.028 1.905

SMILES	C[C@@H]1c2c(c2=N)[C@H]1C
orbital gap	0.3309	Ha
molar mass	107.2	Da
energy above the lowest of the compared OMol25 structures with the same formula, charge and spin	6.544	eV
HOMO	-9.018	eV
energy	-8888.6124	eV



> Which formula does entry 6 have?

C7H9INOS



What did the eighth record say?
Molecular formula: C7H9N
Method: DFT, ωB97M-V/def2-TZVPD

Atoms and positions in Å:
C -1.196 1.426 -1.082
C -0.035 0.958 -0.162
C 1.365 0.906 -0.748
C 1.348 -0.610 -0.747
C 2.557 0.314 -0.536
N 3.819 0.441 -0.630
C 0.021 -0.546 -0.047
C 0.037 -1.208 1.317
H -1.458 2.517 -1.034
H -2.140 0.839 -0.709
H -0.802 1.034 -2.074
H -0.109 1.578 0.790
H 4.388 -0.372 -0.445
H -0.906 -1.041 -0.478
H 0.751 -0.867 2.005
H 0.334 -2.216 1.092
H -0.945 -1.028 1.905

SMILES	C[C@@H]1c2c(c2=N)[C@H]1C
orbital gap	0.3309	Ha
molar mass	107.2	Da
energy above the lowest of the compared OMol25 structures with the same formula, charge and spin	6.544	eV
HOMO	-9.018	eV
energy	-8888.6124	eV



> Among the records above, which one has the lowest energy?

C7H9I2NO3S



Copy entry 8 word for word.
Molecular formula: C7H9N
Method: DFT, ωB97M-V/def2-TZVPD

Atoms and positions in Å:
C -1.196 1.426 -1.082
C -0.035 0.958 -0.162
C 1.365 0.906 -0.748
C 1.348 -0.610 -0.747
C 2.557 0.314 -0.536
N 3.819 0.441 -0.630
C 0.021 -0.546 -0.047
C 0.037 -1.208 1.317
H -1.458 2.517 -1.034
H -2.140 0.839 -0.709
H -0.802 1.034 -2.074
H -0.109 1.578 0.790
H 4.388 -0.372 -0.445
H -0.906 -1.041 -0.478
H 0.751 -0.867 2.005
H 0.334 -2.216 1.092
H -0.945 -1.028 1.905

SMILES	C[C@@H]1c2c(c2=N)[C@H]1C
orbital gap	0.3309	Ha
molar mass	107.2	Da
energy above the lowest of the compared OMol25 structures with the same formula, charge and spin	6.544	eV
HOMO	-9.018	eV
energy	-8888.6124	eV